1.
ORCA calculation (the ωB97M-V functional and the def2-TZVPD basis) on 2 unconnected molecules or ions with the total composition C4H7N2.

```
13
Properties=species:S:1:pos:R:3:forces:R:3:nbo_charge:R:1
C -2.4003 -0.9798 -0.0141 0.041 0.160 0.954 -0.25
C -2.4007 -0.8626 1.1643 -0.131 0.717 4.249 -0.25
C -0.0893 2.1468 0.3515 1.660 2.954 -0.800 -0.13
C 1.9366 -0.7400 -0.0144 0.513 -0.382 1.397 -0.48
N 0.2608 0.9842 0.1271 1.186 -1.229 0.452 0.12
N 0.7753 0.0446 -0.3274 -1.132 -0.229 -1.208 0.10
H -2.5556 -1.0448 -1.0112 -0.151 -0.300 -2.501 0.23
H -2.4784 -0.6992 2.3035 0.266 -0.537 -2.680 0.27
H 0.7186 2.8592 -0.1758 -2.268 -1.095 1.247 0.29
H -0.9064 2.4975 0.9961 0.366 -0.522 -0.381 0.29
H 1.7035 -1.7918 -0.2048 0.044 0.351 -0.380 0.28
H 2.3069 -0.6680 1.0177 -0.307 0.359 -0.161 0.24
H 2.7056 -0.3513 -0.6873 -0.087 -0.247 -0.189 0.28
```
Forces are in eV/Å.

Calculated values
Max |F| = 4.311 eV Å⁻¹
Relative energy (zero: lowest compared OMol25 entry of this formula, charge and spin) = 6.873 eV
Net charge = +1
Multiplicity = 1
Electronic energy = -7228.86511 eV
E_HOMO = -14.3 eV
LUMO level = -5.7 eV



2.
ORCA calculation (the ωB97M-V functional and the def2-TZVPD basis) on 7 unconnected molecules or ions with the total composition C6H28BO6.

```
41
Properties=species:S:1:pos:R:3:forces:R:3:nbo_charge:R:1
B -11.4686 -3.2790 -18.8819 -0.107 0.285 0.046 -0.88
H -10.4949 -3.7376 -18.8052 3.319 -1.640 0.226 0.03
H -11.9444 -3.2613 -17.9137 -2.228 -0.287 3.104 0.01
H -11.3189 -2.2496 -19.1686 0.174 3.876 -0.995 0.03
H -12.0752 -3.7439 -19.6436 -2.196 -2.135 -2.859 -0.02
C -14.5596 -4.6249 -17.4557 0.440 0.167 -0.113 -0.29
O -14.2680 -4.2785 -18.8083 -1.723 -1.169 0.521 -0.48
H -15.2427 -3.8787 -17.0497 -0.045 0.466 0.070 0.22
H -15.1027 -5.5635 -17.3462 0.104 -0.111 -0.736 0.21
H -13.6646 -4.6721 -16.8352 0.140 0.181 -0.138 0.23
H -13.4504 -3.7869 -18.9152 1.043 0.413 0.448 0.53
C -7.9917 -2.2442 -20.3773 -0.284 -0.843 1.032 -0.25
O -9.1714 -1.5353 -20.0172 0.546 0.961 -0.861 -0.76
H -8.1533 -2.9773 -21.1675 -0.045 0.249 -0.375 0.18
H -7.1493 -1.5855 -20.5885 -0.447 0.285 -0.229 0.18
H -7.6929 -2.8371 -19.5128 0.266 -0.140 0.148 0.17
H -9.8356 -2.1174 -19.6409 0.307 -0.291 0.111 0.50
C -11.0434 -0.9323 -16.1653 -0.707 -0.143 -0.319 -0.25
O -10.4888 -2.1996 -16.4397 1.197 0.467 1.535 -0.74
H -12.0916 -1.0208 -15.8798 -0.489 -0.012 -0.508 0.15
H -10.6715 -0.4074 -15.2854 0.975 -0.580 -0.009 0.18
H -10.9057 -0.2677 -17.0183 -0.232 0.181 -0.080 0.16
H -10.9359 -2.6658 -17.1499 -0.203 0.506 0.153 0.50
C -12.4609 -0.7187 -21.1651 -0.434 0.438 0.348 -0.29
O -12.9479 -2.0315 -21.2044 -1.156 0.976 -0.872 -0.49
H -13.1514 -0.0013 -21.6085 -0.040 -0.567 -0.718 0.20
H -12.3540 -0.3042 -20.1627 0.440 -0.550 0.561 0.22
H -11.4743 -0.7102 -21.6286 0.324 0.163 -0.091 0.25
H -12.5385 -2.5806 -20.5317 0.887 -0.381 0.686 0.52
C -11.1037 -6.0493 -21.1828 -0.094 -0.432 -1.094 -0.26
O -10.0683 -5.1724 -20.8230 0.241 -0.305 0.298 -0.74
H -11.7149 -5.5533 -21.9368 -0.450 -0.123 -0.068 0.15
H -10.6743 -6.9268 -21.6663 0.219 0.062 -0.036 0.18
H -11.7375 -6.4542 -20.3938 0.099 0.400 0.480 0.17
H -10.4718 -4.5127 -20.2541 0.236 0.084 0.078 0.49
C -9.6066 -6.1372 -16.9796 -1.034 0.785 -0.660 -0.25
O -10.9366 -5.8638 -17.4762 -0.202 -1.186 0.654 -0.78
H -9.3551 -5.3657 -16.2519 0.371 -0.061 0.027 0.17
H -9.6083 -7.1138 -16.4954 -0.140 0.082 -0.122 0.18
H -8.9287 -6.1369 -17.8331 0.334 -0.035 0.200 0.18
H -10.9919 -5.0359 -17.9590 0.596 -0.034 0.155 0.49
```
Forces are in eV/Å.

Calculated values
Max |F| = 4.190 eV Å⁻¹
Multiplicity = 2
Electronic energy = -19627.72771 eV
E_HOMO (spin up / spin down) = -9.8 / -9.7 eV
LUMO level (spin up / spin down) = 0.5 / -6.4 eV



3.
ORCA calculation (the ωB97M-V functional and the def2-TZVPD basis) on 6 unconnected molecules or ions with the total composition C52H110BBr2N5O5.

```
175
Properties=species:S:1:pos:R:3:forces:R:3:mulliken_charge:R:1
C 1.8816 3.9376 -6.7346 0.457 -0.349 0.375 -1.27
C 3.1299 3.0436 -6.8273 -0.275 -0.061 -0.216 -0.33
C 3.3498 2.1155 -5.5953 -0.402 0.371 -0.731 -0.53
C 2.7121 2.6418 -4.3111 1.403 -0.557 0.445 -0.84
C 3.1116 1.8188 -3.0608 -1.048 -0.091 -0.468 -0.74
C 1.9736 1.9094 -2.0127 1.631 0.438 0.551 -0.61
C 2.5744 1.7736 -0.5855 -0.787 0.063 0.289 -0.94
C 1.7548 0.8555 0.3353 0.691 -0.313 -0.221 -0.90
C 2.0051 -0.6235 -0.0626 -0.662 0.720 -0.027 -0.68
N 1.7923 -1.5670 1.0240 -0.278 0.191 -0.454 1.01
B 0.4198 -2.1637 1.1410 0.189 -0.311 0.329 0.32
O -0.5005 -1.7386 2.0733 0.031 0.139 -0.438 -0.49
O 0.1270 -3.1252 0.2359 0.169 -0.285 0.285 -0.45
C 2.6624 -1.9508 1.9636 -1.056 0.515 -0.728 -0.12
N 2.2603 -2.8074 2.9065 1.017 0.228 -0.064 -0.14
C 3.3542 -2.9937 3.6556 -1.648 -0.746 -0.145 0.30
C 3.2616 -3.9152 4.8812 -0.365 -0.241 2.344 -0.08
O 2.6700 -3.3656 5.8428 0.373 0.568 -1.077 -0.65
O 3.7163 -5.0507 4.8308 0.340 -0.026 -1.097 -0.71
N 4.3743 -2.2914 3.1858 1.043 -0.623 1.007 0.88
C 5.6902 -2.3080 3.7660 0.928 -0.047 0.601 -1.49
Br 6.5380 -4.0839 3.6773 -0.063 0.326 -0.324 0.02
C 5.6798 -1.8490 5.2377 -0.875 0.492 0.215 0.18
C 4.6294 -0.7545 5.5013 0.103 0.004 0.294 -1.03
Br 7.4618 -1.1793 5.7143 -0.155 -0.302 -0.211 -0.12
N 3.9435 -1.5731 2.0881 0.289 0.140 0.557 0.49
C 4.8201 -0.7058 1.3493 0.541 0.136 -1.877 -1.06
C 5.4721 -1.3956 0.0998 0.211 -0.519 0.539 -0.64
C 5.3164 -2.9323 0.0578 0.370 0.334 -1.035 -0.87
C 4.0511 -3.4269 -0.6626 -0.010 -0.268 0.501 -0.11
N 4.3058 -4.5361 -1.6127 -0.761 -1.229 0.426 -0.21
C 5.0512 -5.6413 -0.9423 0.526 1.008 -0.394 -0.98
C 2.9899 -5.0685 -1.8911 -0.920 -0.249 -0.159 0.88
C 2.1535 -4.4198 -2.9750 0.231 0.839 -0.072 -1.11
O 2.5165 -6.0070 -1.2872 0.628 0.288 -0.345 -0.53
H 1.0457 3.3106 -6.4194 -0.232 0.250 -0.147 0.25
H 1.6416 4.4378 -7.6719 0.047 -0.128 -0.062 0.44
H 2.0432 4.7070 -5.9780 -0.205 0.026 0.000 0.32
H 3.0091 2.4069 -7.7082 0.186 0.039 -0.015 0.26
H 4.0092 3.6647 -7.0160 0.005 -0.021 0.106 0.31
H 4.4280 1.9741 -5.4826 -0.043 -0.040 0.255 0.25
H 2.9377 1.1335 -5.8506 -0.028 -0.021 0.216 0.38
H 1.6260 2.6610 -4.3560 -0.013 0.161 -0.253 0.44
H 3.1122 3.6470 -4.1465 -0.471 0.171 0.012 0.24
H 4.0521 2.1751 -2.6382 -0.032 0.127 -0.031 0.51
H 3.2758 0.7694 -3.3347 -0.003 0.026 0.014 0.21
H 1.1976 1.1672 -2.1992 -0.048 0.078 -0.081 0.31
H 1.5647 2.9177 -2.0942 -0.387 -0.162 -0.022 0.49
H 3.6093 1.4277 -0.6707 -0.066 -0.205 0.131 0.40
H 2.6393 2.7478 -0.0942 -0.003 0.093 -0.243 0.51
H 0.6927 1.0966 0.2423 0.007 0.005 0.061 0.50
H 2.0204 1.0029 1.3866 0.080 -0.024 -0.051 0.37
H 2.9755 -0.7002 -0.5492 0.105 -0.253 0.239 -0.72
H 1.2680 -0.8660 -0.8333 0.185 -0.234 -0.061 0.81
H -0.8847 -0.8957 1.8101 -0.057 0.116 0.388 0.27
H -0.6381 -3.6285 0.5429 -0.198 0.070 -0.318 0.28
H 6.3920 -1.6627 3.2487 -0.352 0.048 -0.362 0.73
H 5.4474 -2.6739 5.9060 0.349 -0.155 -0.072 0.49
H 4.3375 -0.2177 4.5958 0.164 0.144 0.085 0.14
H 5.0179 -0.0598 6.2423 -0.001 0.155 -0.163 0.50
H 3.7340 -1.1952 5.9458 -0.005 -0.199 -0.288 0.23
H 4.2761 0.1602 0.9789 -0.278 -0.006 0.399 0.22
H 5.6331 -0.3034 1.9469 -0.332 -0.182 0.553 0.63
H 5.1091 -0.9635 -0.8357 -0.171 0.011 0.096 0.27
H 6.5441 -1.1860 0.1088 -0.053 0.134 0.126 0.51
H 6.1698 -3.2977 -0.5181 -0.018 0.055 0.000 0.68
H 5.4306 -3.3887 1.0403 -0.107 0.041 0.019 0.04
H 3.5597 -2.6334 -1.2279 0.045 0.067 0.085 -0.37
H 3.3518 -3.8059 0.1010 -0.096 0.223 -0.085 0.68
H 4.7084 -5.7874 0.0837 0.038 -0.292 -0.050 0.31
H 4.9654 -6.5371 -1.5476 -0.187 -0.110 0.184 0.41
H 6.1013 -5.3496 -0.9673 0.011 -0.124 0.283 0.36
H 2.5751 -3.4788 -3.3391 0.118 -0.145 0.008 0.31
H 2.0444 -5.0916 -3.8265 0.186 -0.130 0.091 0.37
H 1.1469 -4.2098 -2.6151 0.043 -0.160 0.215 0.22
C -3.1709 -1.9313 7.8823 0.104 0.094 -0.017 -1.14
C -2.6972 -1.7406 6.4448 -0.116 0.010 0.031 -0.26
C -3.2020 -2.8224 5.4918 0.007 0.000 -0.106 -0.44
C -2.7321 -4.2429 5.8112 -0.042 -0.013 0.127 -0.63
C -1.2167 -4.4322 5.8571 -0.065 -0.074 -0.145 -0.65
C -0.5318 -4.1431 4.5274 0.086 -0.014 0.097 -0.71
H -2.7912 -2.8592 8.3121 -0.029 -0.007 0.001 0.35
H -2.8209 -1.1104 8.5108 -0.030 -0.025 0.038 0.38
H -4.2627 -1.9500 7.9341 0.000 -0.049 0.004 0.11
H -1.6053 -1.6917 6.4203 -0.002 -0.034 -0.024 0.24
H -3.0553 -0.7705 6.0855 0.032 0.005 -0.012 0.35
H -2.9022 -2.5614 4.4719 0.020 -0.023 0.004 0.19
H -4.2986 -2.8119 5.4937 -0.001 0.017 0.016 0.27
H -3.1523 -4.9200 5.0591 0.019 -0.008 0.000 0.35
H -3.1574 -4.5595 6.7692 -0.034 0.016 -0.013 0.31
H -1.0071 -5.4669 6.1406 0.007 0.024 0.062 0.43
H -0.7764 -3.8065 6.6376 0.009 -0.009 -0.002 0.24
H -0.9336 -4.7837 3.7355 -0.049 0.024 -0.002 0.31
H 0.5372 -4.3342 4.6053 -0.018 0.031 -0.020 0.10
H -0.6578 -3.1032 4.2246 0.024 -0.023 -0.019 0.16
C -3.5594 8.0097 -10.4357 -0.017 0.102 0.105 -1.19
C -2.2894 8.4813 -9.7342 -0.005 -0.039 -0.136 -0.39
C -1.1578 7.4554 -9.7721 0.072 0.040 0.064 -0.69
C -1.4583 6.1321 -9.0668 -0.080 -0.032 -0.049 -0.57
C -1.8369 6.2546 -7.5918 0.130 -0.047 0.013 -0.41
C -0.7280 6.8494 -6.7293 -0.147 0.022 0.048 -0.98
H -3.9860 7.1302 -9.9510 0.000 -0.013 -0.031 0.28
H -4.3174 8.7943 -10.4184 -0.027 -0.036 -0.029 0.38
H -3.3587 7.7624 -11.4802 -0.002 -0.043 0.012 0.29
H -2.5204 8.7551 -8.7010 0.026 -0.009 0.005 0.24
H -1.9406 9.3957 -10.2216 0.009 0.014 0.047 0.36
H -0.2603 7.9049 -9.3372 0.001 -0.019 0.002 0.32
H -0.9083 7.2413 -10.8163 -0.015 0.014 -0.003 0.38
H -0.5777 5.4868 -9.1542 -0.005 -0.004 0.022 0.24
H -2.2624 5.6117 -9.5949 0.010 0.010 -0.014 0.34
H -2.0754 5.2565 -7.2138 -0.046 0.014 -0.010 0.34
H -2.7475 6.8496 -7.4803 -0.007 -0.013 -0.031 0.29
H 0.1817 6.2506 -6.8003 0.017 0.035 -0.015 0.10
H -1.0339 6.8732 -5.6819 0.059 0.021 0.010 0.38
H -0.4893 7.8720 -7.0258 0.022 -0.010 0.002 0.31
C 7.4367 0.3813 -11.4699 0.126 -0.062 0.044 -1.18
C 7.3291 -0.7433 -10.4447 -0.097 0.027 -0.100 -0.42
C 6.0646 -0.6677 -9.5905 0.028 -0.078 0.083 -0.91
C 5.9408 0.5871 -8.7252 -0.025 0.091 -0.068 -0.13
C 7.0926 0.8238 -7.7503 -0.101 -0.054 0.101 -0.54
C 7.2427 -0.2823 -6.7100 0.114 0.081 -0.024 -1.20
H 7.5013 1.3598 -10.9913 -0.025 0.008 -0.022 0.28
H 8.3317 0.2549 -12.0809 -0.021 0.043 -0.025 0.38
H 6.5734 0.3829 -12.1386 -0.015 0.035 0.023 0.29
H 8.2186 -0.7469 -9.8086 -0.017 -0.009 0.020 0.24
H 7.3290 -1.6996 -10.9746 0.030 -0.014 0.039 0.37
H 6.0160 -1.5559 -8.9538 -0.010 0.013 0.008 0.35
H 5.1898 -0.7225 -10.2462 0.015 0.001 -0.013 0.40
H 5.0055 0.5245 -8.1581 0.012 0.011 0.016 0.03
H 5.8404 1.4651 -9.3700 -0.015 -0.011 -0.004 0.37
H 6.9146 1.7696 -7.2301 0.031 0.023 -0.042 0.36
H 8.0332 0.9459 -8.2942 -0.017 0.011 -0.020 0.37
H 6.3234 -0.3997 -6.1311 -0.010 -0.037 -0.025 0.24
H 8.0487 -0.0441 -6.0138 -0.016 -0.044 0.024 0.38
H 7.4808 -1.2418 -7.1714 -0.028 -0.011 0.018 0.32
C -8.9575 -1.4210 7.5523 0.085 0.056 -0.139 -0.90
C -9.0169 -2.3616 6.3533 -0.136 0.022 0.050 -0.25
C -9.3595 -3.8026 6.7265 0.018 -0.041 -0.062 -0.81
C -8.3429 -4.4812 7.6450 -0.012 0.030 0.061 -0.95
C -6.9154 -4.5178 7.1041 -0.004 -0.137 0.006 0.25
C -6.7702 -5.3074 5.8075 0.111 0.109 0.001 -1.04
H -8.1692 -1.7072 8.2505 -0.025 0.014 0.025 0.25
H -8.7513 -0.4017 7.2201 -0.001 0.017 0.075 0.11
H -9.9081 -1.4130 8.0898 0.023 -0.023 0.035 0.33
H -8.0669 -2.3257 5.8125 -0.009 -0.024 -0.008 0.16
H -9.7779 -1.9950 5.6586 0.034 -0.006 -0.031 0.39
H -9.4737 -4.3871 5.8090 0.018 -0.016 0.017 0.31
H -10.3384 -3.8233 7.2163 0.002 0.037 -0.004 0.41
H -8.6787 -5.5050 7.8389 0.027 -0.006 -0.012 0.41
H -8.3379 -3.9807 8.6177 -0.021 0.004 -0.010 0.33
H -6.2716 -4.9737 7.8611 0.021 0.061 0.013 0.42
H -6.5414 -3.5003 6.9560 0.005 -0.003 0.030 -0.20
H -7.1042 -6.3391 5.9374 -0.030 0.012 -0.014 0.36
H -5.7242 -5.3295 5.4967 -0.018 -0.040 -0.038 0.13
H -7.3455 -4.8623 4.9936 -0.016 -0.021 0.003 0.31
C -5.4853 1.8646 7.4968 -0.120 -0.108 -0.013 -1.11
C -6.3229 2.0006 6.2289 0.155 0.006 0.009 0.23
C -6.2578 3.3924 5.6024 -0.073 -0.006 -0.075 -0.88
C -6.7952 4.5236 6.4801 0.057 -0.003 0.078 -0.73
C -8.2435 4.3571 6.9368 -0.022 0.094 -0.098 -0.31
C -9.2430 4.3237 5.7846 -0.034 -0.066 0.116 -1.20
H -5.8410 2.5252 8.2890 0.032 0.010 0.002 0.34
H -5.5323 0.8421 7.8759 0.040 0.017 0.033 0.27
H -4.4371 2.0990 7.2987 -0.005 0.035 0.021 0.29
H -7.3602 1.7279 6.4433 -0.007 0.018 -0.024 -0.20
H -5.9617 1.2750 5.4945 -0.056 -0.013 -0.009 0.35
H -6.8018 3.3773 4.6533 -0.002 0.020 0.008 0.33
H -5.2173 3.6178 5.3465 0.004 -0.019 0.012 0.37
H -6.7039 5.4635 5.9259 -0.023 0.002 0.008 0.40
H -6.1582 4.6349 7.3622 0.011 -0.011 -0.014 0.30
H -8.4959 5.1945 7.5929 0.012 -0.034 0.039 0.37
H -8.3504 3.4519 7.5409 0.030 0.006 0.007 0.23
H -9.1772 5.2345 5.1854 0.017 -0.023 -0.028 0.30
H -10.2623 4.2473 6.1663 -0.012 0.007 -0.051 0.38
H -9.0740 3.4691 5.1274 0.000 0.021 -0.021 0.28
```
Forces are in eV/Å.

Calculated values
Max |F| = 2.384 eV Å⁻¹
Multiplicity = 1
Electronic energy = -214160.58660 eV
E_HOMO = -8.5 eV
LUMO level = -0.1 eV